Density functional theory data (ωB97M-V/def2-TZVPD) for an isolated ion of composition C13H27NO6PS and charge +1.

- HOMO energy: -12.33 eV
- Charge: +1
- Lowest unoccupied orbital energy: -3.4 eV
- Gap between HOMO and LUMO: 8.90 eV

Each line ends with the Mulliken charge.
Element x y z (Å)
C -4.0028 0.5604 0.7340  -1.07
C -4.4518 -0.5896 -0.1583  -0.14
C -4.6196 -0.2064 -1.6158  -0.69
O -3.3712 0.1640 -2.2381  -0.49
C -2.6655 -0.8792 -2.8395  -0.74
C -1.2753 -0.9507 -2.2767  0.39
N -0.8982 -0.0815 -1.4000  0.16
C 0.4436 -0.2679 -0.8050  0.70
C 0.2415 -0.9908 0.5349  -1.23
O 1.4876 -1.0792 1.1510  -0.14
C 1.4477 -1.6342 2.4674  -0.66
C 2.8630 -1.6817 3.0196  -0.63
O 3.1983 -0.5561 3.7992  -0.46
C 3.2016 0.6907 3.1189  -0.07
C 4.2612 0.8169 2.0374  -1.01
C 1.1186 1.0882 -0.5786  -1.04
P 1.4139 2.0809 -2.0624  1.05
O 2.2178 1.3984 -3.0677  -0.71
O -0.0927 2.4233 -2.5076  -0.50
O 1.9839 3.4840 -1.5813  -0.57
C 1.1798 -1.1739 -1.8066  -0.73
S -0.1015 -2.0871 -2.7283  -0.15
H -4.7027 1.3948 0.6715  0.37
H -3.0206 0.9517 0.4594  0.18
H -3.9488 0.2483 1.7765  0.33
H -5.4217 -0.9544 0.1891  0.41
H -3.7653 -1.4410 -0.0778  0.16
H -5.0595 -1.0286 -2.1870  0.39
H -5.2713 0.6595 -1.7242  0.37
H -3.1412 -1.8558 -2.6896  0.47
H -2.5806 -0.7198 -3.9206  0.41
H -1.5356 0.6687 -1.1492  0.41
H -0.4885 -0.4366 1.1447  0.48
H -0.1750 -1.9917 0.3384  0.50
H 1.0008 -2.6340 2.4361  0.44
H 0.8271 -0.9980 3.1099  0.41
H 3.5568 -1.8116 2.1817  0.30
H 2.9772 -2.5425 3.6764  0.40
H 2.2031 0.8968 2.7058  0.10
H 3.3808 1.4271 3.9013  0.40
H 4.1823 0.0308 1.2852  0.19
H 4.1483 1.7777 1.5293  0.32
H 5.2642 0.7830 2.4610  0.35
H 0.5139 1.6676 0.1279  0.63
H 2.0805 0.8922 -0.1007  0.17
H -0.2018 3.3018 -2.8944  0.35
H 2.0036 3.6581 -0.6336  0.35
H 1.7632 -0.6008 -2.5283  0.44
H 1.8306 -1.8719 -1.2854  0.40

Density functional theory data (ωB97M-V/def2-TZVPD) for an isolated ion of composition C6H15N4O and charge +1 at a distorted geometry.

- Relative energy (zero: lowest compared OMol25 entry of this formula, charge and spin): 87.7 kcal/mol
- HOMO energy: -11.41 eV
- Charge: +1
- Lowest unoccupied orbital energy: -3.4 eV
- Gap between HOMO and LUMO: 7.96 eV

Each line ends with the Mulliken charge.
Element x y z (Å)
C 1.3150 1.3535 -0.9647  -0.77
C 1.7949 -0.0437 -0.6331  -0.07
C 0.6135 -0.6831 -0.0081  0.68
C 0.4716 -1.3369 1.3012  -2.07
C -1.6706 1.0921 0.7165  -0.62
C -2.5524 0.7510 -0.4056  -0.41
N 0.3292 1.8419 -0.3300  -0.78
N -0.2965 1.0480 0.4155  0.53
N -0.2226 -1.2925 -0.9059  -0.57
N 2.9777 -0.1025 0.2722  -0.10
O -2.7991 -0.6686 -0.2348  -0.57
H 1.8566 2.1071 -1.4247  0.55
H 1.9977 -0.4663 -1.6610  0.31
H -0.6071 -1.5873 1.2388  0.33
H 0.6462 -0.6442 2.1039  0.47
H 1.0938 -2.2070 1.4408  0.61
H -1.8289 2.0587 1.1106  0.41
H -1.8637 0.3214 1.4950  0.29
H -2.1026 0.9029 -1.3998  0.29
H -3.5447 1.1486 -0.4645  0.42
H -1.2174 -1.4753 -0.4084  0.39
H -0.5324 -0.9657 -1.8119  0.30
H 2.8777 0.8044 0.7556  0.45
H 3.9075 -0.0747 -0.1986  0.38
H 2.8536 -0.9069 0.8210  0.27
H -3.4971 -0.9748 -0.8200  0.29

Density functional theory data (ωB97M-V/def2-TZVPD) for C16H21N4OS2Se3TeTi as an isolated structure at a distorted geometry.

- Relative energy (zero: lowest compared OMol25 entry of this formula, charge and spin): 0.0 kcal/mol
- 2S+1: 2
- HOMO energy (spin up / spin down): -6.75 / -7.09 eV
- Charge: 0
- Lowest unoccupied orbital energy (spin up / spin down): -0.2 / -0.2 eV
- Gap between HOMO and LUMO (spin up / spin down): 6.54 / 6.87 eV

Each line ends with the Mulliken charge.
Element x y z (Å)
Ti 2.0442 -0.1883 -0.4626  0.78
Se 2.9971 -0.5114 -2.7800  -0.43
Se 4.5421 -1.1094 -1.1386  -0.32
Te 3.5454 -2.7590 0.5155  -0.12
Se 2.3437 -1.0971 1.9701  -0.52
C -2.0096 3.5547 -2.0264  -0.96
C -2.1591 2.9839 -0.6212  -0.86
N -2.2401 1.5202 -0.5869  0.12
C -3.5973 0.9283 -0.6621  -0.64
C -3.9766 0.4390 -2.0526  -1.05
C -1.1499 0.7409 -0.5921  0.23
S 0.4050 1.4927 -0.5854  -0.38
N -1.4456 -0.5880 -0.5896  -0.05
C -0.5661 -1.5395 -0.6342  0.36
O 0.6953 -1.3870 -0.7087  0.03
C -1.0623 -2.9469 -0.6058  0.55
C -0.1400 -3.9830 -0.6235  -0.19
C -0.5772 -5.3028 -0.5985  -0.77
C -1.9363 -5.5820 -0.5565  -0.37
C -2.8600 -4.5420 -0.5408  -0.70
C -2.4242 -3.2258 -0.5634  -0.18
H -1.8069 4.6269 -1.9748  0.39
H -2.9178 3.4078 -2.6158  0.32
H -1.1768 3.0771 -2.5436  0.24
H -3.0666 3.3579 -0.1525  0.40
H -1.3188 3.2938 -0.0057  0.45
H -4.2890 1.7018 -0.3352  0.40
H -3.6465 0.1068 0.0450  0.42
H -3.9015 1.2416 -2.7895  0.33
H -5.0070 0.0738 -2.0499  0.35
H -3.3220 -0.3755 -2.3609  0.26
H 0.9134 -3.7514 -0.6568  0.15
H 0.1459 -6.1095 -0.6159  0.41
H -2.2788 -6.6108 -0.5367  0.38
H -3.9204 -4.7578 -0.5136  0.40
H -3.1297 -2.4034 -0.5487  0.32
C 1.9777 2.6636 2.5820  -1.00
N 3.3641 2.2191 2.5293  0.25
C 4.1585 1.9343 3.6347  -0.21
C 5.3158 1.4356 3.1714  -0.58
N 5.1976 1.4264 1.7914  0.10
C 3.9999 1.8875 1.3952  0.03
S 3.4831 2.0563 -0.2330  -0.39
H 1.8307 3.2343 3.4960  0.34
H 1.3088 1.8102 2.5626  0.26
H 1.7778 3.2799 1.7118  0.37
H 3.8154 2.0951 4.6426  0.41
H 6.1987 1.1010 3.6879  0.41
H 5.8658 1.0799 1.1254  0.25

Density functional theory data (ωB97M-V/def2-TZVPD) for an isolated ion of composition C8H11BrF2NO and charge +1 at a distorted geometry.

- Relative energy (zero: lowest compared OMol25 entry of this formula, charge and spin): 0.0 kcal/mol
- HOMO energy: -12.99 eV
- SMILES: C=C(/C=C\C(C)=C(\[NH3+])Br)OC(F)F
- Charge: +1
- Lowest unoccupied orbital energy: -3.2 eV
- Gap between HOMO and LUMO: 9.77 eV

Each line ends with the Mulliken charge.
Element x y z (Å)
C -1.4520 1.2097 -0.9638  -0.88
C -1.4473 0.0687 -1.6920  -0.73
C -0.5117 1.4079 0.1421  0.80
C -0.5413 -1.0307 -1.3220  0.42
C -0.8929 -2.2414 -0.9523  -0.87
C -0.7469 0.6845 1.1985  -0.07
C 0.7656 2.2011 0.0822  -1.33
C 1.7348 -1.3686 -0.7018  0.36
N 0.0984 0.5847 2.4121  -0.20
O 0.8321 -0.6906 -1.4069  -0.26
F 1.8165 -2.7296 -0.7978  -0.21
F 1.5277 -1.1133 0.7559  -0.35
Br -2.0738 -0.6054 1.4780  -0.08
H -1.8942 2.0519 -1.3282  0.60
H -2.1114 -0.0417 -2.4612  0.65
H -1.9052 -2.4971 -1.0354  0.39
H -0.3324 -3.0922 -0.6199  0.33
H 0.6813 2.9179 -0.6940  0.39
H 1.4085 1.4175 -0.1597  0.28
H 1.1817 2.6492 0.9949  0.40
H 2.8297 -1.1117 -0.8956  0.21
H -0.4157 0.1555 3.1807  0.39
H 0.7524 1.4022 2.6791  0.38
H 0.6961 -0.2287 2.1073  0.38

Density functional theory data (ωB97M-V/def2-TZVPD) for C22H38O3P2PdS as an isolated structure at a distorted geometry.

- Relative energy (zero: lowest compared OMol25 entry of this formula, charge and spin): 88.9 kcal/mol
- 2S+1: 3
- HOMO energy (spin up / spin down): -7.31 / -7.46 eV
- Charge: 0
- Lowest unoccupied orbital energy (spin up / spin down): 0.5 / -1.2 eV
- Gap between HOMO and LUMO (spin up / spin down): 7.81 / 6.27 eV

Each line ends with the Mulliken charge.
Element x y z (Å)
P 0.4637 -1.8990 -4.9569  0.74
P 0.2784 1.2879 -4.8448  0.76
C 0.0668 -0.9802 -6.5310  -1.06
C 0.5502 0.4754 -6.5019  -1.09
H -1.0234 -1.0043 -6.6527  0.42
H 0.5010 -1.5189 -7.3846  0.46
H 1.6277 0.5101 -6.7055  0.42
H 0.0527 1.0678 -7.2822  0.47
C -1.3249 2.1569 -5.1937  -1.38
H -1.5458 2.8484 -4.3742  0.37
H -2.1403 1.4288 -5.2424  0.34
H -1.2917 2.7201 -6.1348  0.40
C 1.4312 2.7280 -5.0509  -1.40
H 1.2601 3.2628 -5.9934  0.39
H 2.4663 2.3726 -5.0271  0.36
H 1.2964 3.4258 -4.2182  0.39
C -0.6990 -3.3298 -5.1716  -1.36
H -0.5008 -4.0805 -4.3998  0.39
H -0.5984 -3.7997 -6.1578  0.39
H -1.7299 -2.9836 -5.0466  0.35
C 2.0377 -2.7322 -5.4821  -1.38
H 2.8458 -1.9970 -5.5432  0.35
H 1.9346 -3.2319 -6.4536  0.39
H 2.3208 -3.4752 -4.7295  0.37
Pd 0.2685 -0.5056 1.6656  0.53
C 0.9328 1.0240 0.1891  -0.50
C -0.4546 0.9582 0.1114  -0.36
C -1.2325 0.2404 -0.9794  -0.21
C -1.6097 -1.2140 -0.6057  -0.72
C -0.5426 -1.9485 0.1752  -0.35
C 0.8301 -1.8736 -0.0370  -0.40
C 1.4964 -1.0904 -1.1561  0.01
C 1.9139 0.3403 -0.7371  -0.68
C 0.3521 -1.9726 3.1342  -1.19
H 1.3600 1.8122 0.8060  0.65
H -1.0160 1.6812 0.6985  0.54
H -0.6618 0.2580 -1.9119  -0.43
H -2.1551 0.7971 -1.1739  0.53
H -2.5120 -1.1953 0.0150  0.44
H -1.8707 -1.7758 -1.5156  0.29
H -0.9079 -2.7733 0.7843  0.54
H 1.4458 -2.6278 0.4475  0.44
H 0.8344 -1.0545 -2.0257  -0.57
H 2.3928 -1.6321 -1.4754  0.56
H 2.8739 0.2876 -0.2124  0.43
H 2.0838 0.9558 -1.6338  0.22
H 1.0671 -1.7079 3.9198  0.33
H 0.6273 -2.9495 2.7161  0.41
H -0.6387 -2.0608 3.5984  0.32
C -0.6061 1.8072 10.1710  -1.28
C -0.7369 1.6999 8.6793  0.85
C -1.6596 0.8016 8.1291  -0.62
C -1.7608 0.6531 6.7433  -0.61
C -0.9197 1.3935 5.8780  0.85
C -0.0189 2.3164 6.4348  -0.62
C 0.0706 2.4686 7.8252  -0.73
S -0.9123 1.1000 4.0773  0.41
O -0.1676 -0.0187 4.7944  -0.28
O -1.9112 0.0102 3.6660  -0.55
O 0.4996 0.8778 3.0759  -0.65
H -1.5770 2.1067 10.6159  0.30
H -0.3080 0.8204 10.5868  0.30
H 0.1660 2.5506 10.4616  0.32
H -2.2847 0.1961 8.7744  0.37
H -2.4558 -0.0715 6.3389  0.42
H 0.6371 2.8909 5.7930  0.35
H 0.7910 3.1688 8.2338  0.28

Density functional theory data (ωB97M-V/def2-TZVPD) for a 3-piece molecular cluster, C4H17N2O2 overall at a distorted geometry.

- Relative energy (zero: lowest compared OMol25 entry of this formula, charge and spin): 42.8 kcal/mol
- 2S+1: 2
- HOMO energy (spin up / spin down): -2.55 / -10.07 eV
- Charge: 0
- Lowest unoccupied orbital energy (spin up / spin down): 0.6 / 0.4 eV
- Gap between HOMO and LUMO (spin up / spin down): 3.10 / 10.46 eV

Each line ends with the Mulliken charge.
Element x y z (Å)
C 0.5260 -0.2864 2.0696  -0.40
N 1.4659 0.6364 2.7118  -0.65
C 0.5661 0.0432 0.5788  -2.29
N 0.4279 1.4667 0.1524  0.36
C -0.9652 1.7950 -0.2853  -0.48
C -1.3695 0.9725 -1.5277  -1.23
H 0.6018 -1.3869 2.1682  0.40
H -0.4916 -0.0513 2.4152  0.28
H 2.4098 0.2764 2.8771  0.36
H 1.1059 0.8735 3.6323  0.22
H 1.6335 -0.1466 0.2938  0.20
H 0.0123 -0.7077 -0.0073  0.03
H 0.6738 1.9155 1.0695  0.55
H 1.0789 1.6588 -0.6823  0.88
H -1.0875 2.8709 -0.5619  0.59
H -1.6039 1.6303 0.5862  0.17
H -1.4715 -0.0850 -1.4144  0.20
H -2.3780 1.2703 -1.8043  0.46
H -0.5469 1.1321 -2.2272  0.22
H 0.3509 -3.8921 -0.0955  0.25
H 1.3949 -2.8739 -0.1297  0.35
O 0.4264 -2.9253 -0.0939  -0.49
H -1.3978 -1.7450 -2.7130  0.29
H -0.5611 -1.3678 -3.9515  0.22
O -0.8010 -1.0737 -3.0608  -0.48

| no. | E (eV) |
| --- | --- |
| 1 | -47814.04566 |
| 2 | -14462.70407 |
| 3 | -273063.63734 |
| 4 | -87479.68708 |
| 5 | -62456.95382 |
| 6 | -11494.63960 |